{
  "formula": "C39H75O15P",
  "method": "wB97M-V/def2-TZVPD",
  "smiles": "CCOC[PH3]Cc1ccc(C)cc1.CCOC(C)=O.CCOC(C)=O.CCOC(C)=O.CCOC(C)=O.CCOC(C)=O.CCOC(C)=O.CCOC(C)=O",
  "gap_ev": 8.204,
  "e_homo_ev": -7.61,
  "lumo_ev": 0.59,
  "symbols": ["C", "C", "O", "C", "P", "C", "C", "C", "C", "C", "C", "C", "C", "H", "H", "H", "H", "H", "H", "H", "H", "H", "H", "H", "H", "H", "H", "H", "H", "H", "H", "H", "C", "C", "O", "C", "C", "O", "H", "H", "H", "H", "H", "H", "H", "H", "C", "C", "O", "C", "C", "O", "H", "H", "H", "H", "H", "H", "H", "H", "C", "C", "O", "C", "C", "O", "H", "H", "H", "H", "H", "H", "H", "H", "C", "C", "O", "C", "C", "O", "H", "H", "H", "H", "H", "H", "H", "H", "C", "C", "O", "C", "C", "O", "H", "H", "H", "H", "H", "H", "H", "H", "C", "C", "O", "C", "C", "O", "H", "H", "H", "H", "H", "H", "H", "H", "C", "C", "O", "C", "C", "O", "H", "H", "H", "H", "H", "H", "H", "H"],
  "coordinates": [[-2.0592, -2.6277, -0.5070], [-2.2778, -1.5792, -1.6123], [-1.7330, -1.9167, -2.8849], [-2.1966, -3.1347, -3.4539], [-4.0902, -3.3435, -3.5590], [-6.0332, -3.5074, -3.6670], [-6.6728, -2.2212, -3.2567], [-6.7640, -1.1421, -4.1420], [-7.3024, 0.0783, -3.7508], [-7.7754, 0.2584, -2.4487], [-8.3604, 1.5754, -2.0026], [-7.7004, -0.8171, -1.5661], [-7.1585, -2.0381, -1.9585], [-1.6434, -3.5565, -0.8851], [-2.9868, -2.8132, 0.0336], [-1.3394, -2.2285, 0.2074], [-3.3310, -1.2928, -1.6818], [-1.7525, -0.6693, -1.3241], [-1.7114, -3.9909, -2.9661], [-1.8301, -3.1351, -4.4852], [-4.1045, -4.1412, -2.3764], [-4.2274, -1.9254, -3.6002], [-3.9323, -4.0105, -4.8044], [-6.3457, -4.2838, -2.9661], [-6.3236, -3.7847, -4.6813], [-6.3910, -1.2688, -5.1526], [-7.3712, 0.9020, -4.4498], [-8.2508, 1.6625, -0.9218], [-9.4136, 1.6565, -2.2720], [-7.8182, 2.3969, -2.4650], [-8.0755, -0.7037, -0.5558], [-7.1041, -2.8530, -1.2454], [2.6115, -4.0503, 1.8198], [2.4821, -2.8498, 0.9133], [1.3501, -2.0253, 1.2206], [1.3865, -1.0969, 2.1952], [2.5354, -1.1114, 3.1769], [0.4715, -0.3231, 2.2894], [2.7661, -3.7515, 2.8581], [3.4619, -4.6503, 1.4941], [1.7158, -4.6699, 1.7834], [3.3917, -2.2463, 0.9163], [2.3222, -3.1748, -0.1135], [2.2270, -1.6742, 4.0577], [2.7510, -0.0869, 3.4732], [3.4505, -1.5428, 2.7827], [2.4133, 4.2491, 2.9207], [2.2168, 3.0700, 3.8495], [3.3902, 2.2524, 3.9398], [4.4157, 2.5089, 4.7764], [4.4795, 3.8337, 5.4900], [5.2759, 1.6736, 4.8792], [3.1884, 4.9239, 3.2844], [1.4843, 4.8117, 2.8264], [2.7110, 3.9008, 1.9316], [1.8910, 3.3786, 4.8437], [1.4513, 2.4034, 3.4535], [5.1128, 4.5035, 4.9073], [4.9348, 3.6750, 6.4606], [3.5174, 4.3042, 5.6544], [2.7625, -5.5016, -4.2208], [3.2721, -4.5412, -3.1701], [3.3422, -5.1458, -1.8700], [4.3979, -5.8763, -1.4589], [5.4715, -6.2613, -2.4472], [4.4189, -6.2513, -0.3185], [3.4358, -6.3499, -4.3504], [2.6602, -4.9884, -5.1758], [1.7877, -5.8931, -3.9270], [4.2342, -4.1047, -3.4412], [2.5724, -3.7149, -3.0490], [5.2438, -7.2554, -2.8303], [6.4172, -6.3025, -1.9130], [5.5786, -5.5762, -3.2837], [6.7315, -1.3145, 4.5136], [6.7548, -1.8048, 3.0823], [7.6195, -2.9320, 2.8877], [7.2329, -4.2050, 3.1182], [5.9351, -4.4642, 3.8484], [7.9616, -5.0949, 2.7804], [6.3365, -2.0717, 5.1921], [6.1140, -0.4185, 4.5946], [7.7427, -1.0714, 4.8400], [5.7530, -2.0290, 2.7098], [7.1668, -1.0339, 2.4336], [6.1542, -4.6105, 4.9054], [5.5002, -5.3790, 3.4530], [5.2013, -3.6698, 3.7413], [-11.1576, 5.2166, -7.1407], [-11.2934, 4.0549, -6.1791], [-10.0416, 3.4061, -5.9336], [-9.1627, 3.8371, -5.0097], [-9.3664, 5.1775, -4.3434], [-8.2021, 3.1565, -4.7747], [-10.5199, 6.0029, -6.7367], [-12.1368, 5.6456, -7.3544], [-10.7139, 4.8775, -8.0764], [-11.7622, 4.3499, -5.2394], [-11.9203, 3.2794, -6.6152], [-8.7802, 5.9208, -4.8825], [-8.9864, 5.1062, -3.3274], [-10.4008, 5.5069, -4.2985], [5.6365, 7.7039, 10.4327], [4.2373, 7.7275, 9.8547], [4.0557, 6.7390, 8.8347], [3.7312, 5.4607, 9.1040], [3.7685, 4.9582, 10.5278], [3.4734, 4.7337, 8.1830], [5.8519, 6.7585, 10.9305], [5.7582, 8.5085, 11.1579], [6.3715, 7.8359, 9.6390], [3.4711, 7.6275, 10.6243], [4.0567, 8.6748, 9.3500], [4.7367, 4.4893, 10.7002], [2.9940, 4.2037, 10.6366], [3.6074, 5.7243, 11.2810], [1.6368, 1.4378, -4.7453], [1.7613, 1.0075, -6.1919], [2.5085, -0.2059, -6.3345], [1.9507, -1.4235, -6.1959], [0.5493, -1.5435, -5.6492], [2.6195, -2.3877, -6.4560], [1.0834, 0.7088, -4.1531], [1.1188, 2.3948, -4.6800], [2.6263, 1.5459, -4.3012], [0.7893, 0.9176, -6.6783], [2.3303, 1.7446, -6.7558], [0.5975, -1.7182, -4.5741], [0.0756, -2.4008, -6.1215], [-0.0817, -0.6791, -5.8352]],
  "atomic_forces_ev_per_a": [[0.11, 0.55, 0.07], [0.30, 0.03, 0.34], [-0.21, 0.01, -0.09], [0.29, 0.11, -0.10], [-0.23, -0.06, -0.09], [0.05, 0.38, 0.30], [-0.34, 0.01, 0.07], [0.08, 0.03, 0.16], [-0.03, -0.17, 0.20], [-0.03, -0.15, -0.07], [0.40, -0.20, 0.07], [0.11, -0.13, -0.19], [0.09, 0.28, -0.15], [-0.14, -0.13, -0.06], [0.01, -0.22, -0.04], [0.02, -0.14, 0.07], [-0.08, -0.21, -0.17], [0.02, 0.04, -0.11], [-0.18, -0.14, 0.08], [0.01, 0.13, -0.03], [0.01, 0.06, 0.06], [0.05, 0.07, -0.07], [0.04, -0.16, 0.09], [0.06, -0.22, -0.16], [0.05, -0.04, -0.05], [-0.05, 0.05, -0.05], [0.04, -0.01, -0.03], [-0.19, 0.08, 0.04], [-0.05, 0.04, 0.02], [-0.10, 0.07, -0.05], [0.02, 0.02, 0.04], [-0.03, -0.03, -0.02], [0.02, 0.00, 0.16], [0.14, -0.13, -0.09], [-0.11, 0.12, -0.13], [0.08, -0.17, 0.18], [0.14, 0.31, -0.12], [-0.02, 0.06, -0.02], [0.03, -0.03, -0.03], [-0.05, -0.08, -0.01], [0.00, 0.01, -0.09], [0.00, 0.02, -0.02], [-0.07, 0.01, 0.02], [-0.01, -0.02, 0.00], [-0.09, -0.01, 0.07], [-0.03, -0.07, 0.05], [0.14, -0.01, -0.01], [-0.16, 0.13, -0.02], [-0.04, -0.21, -0.03], [0.03, 0.14, -0.08], [-0.10, -0.15, 0.03], [0.01, 0.04, 0.02], [-0.04, 0.02, 0.04], [-0.01, -0.01, 0.00], [-0.04, -0.01, -0.01], [0.05, 0.02, 0.01], [0.04, -0.05, 0.00], [0.00, 0.00, -0.02], [0.11, 0.00, -0.02], [0.00, 0.05, -0.04], [-0.02, -0.13, 0.06], [-0.03, 0.05, -0.16], [-0.02, 0.18, 0.09], [-0.07, -0.19, -0.10], [0.16, 0.26, 0.01], [0.03, 0.05, 0.11], [0.02, 0.04, -0.03], [0.01, 0.06, -0.03], [0.00, 0.03, 0.00], [-0.02, -0.02, 0.00], [0.00, -0.01, 0.04], [-0.01, -0.01, 0.00], [-0.04, -0.11, 0.05], [-0.06, -0.07, -0.04], [-0.01, -0.09, 0.03], [-0.05, 0.10, 0.10], [0.02, -0.02, -0.13], [-0.01, 0.07, 0.14], [-0.20, 0.02, -0.27], [0.05, -0.05, 0.00], [-0.03, -0.01, -0.02], [0.06, -0.04, -0.02], [0.01, 0.03, -0.01], [0.00, -0.04, 0.01], [0.03, -0.02, -0.03], [0.02, 0.03, 0.01], [0.11, -0.07, 0.04], [0.03, 0.03, 0.12], [0.12, 0.00, 0.00], [-0.10, 0.09, -0.05], [-0.06, -0.12, 0.02], [0.08, 0.10, -0.05], [-0.20, -0.10, 0.18], [0.05, 0.05, -0.08], [-0.04, 0.02, 0.03], [-0.01, -0.01, 0.00], [-0.03, -0.01, -0.01], [0.03, 0.02, 0.01], [0.04, -0.04, 0.00], [0.01, 0.01, -0.01], [0.11, 0.00, -0.04], [0.02, 0.04, -0.08], [0.03, -0.11, -0.05], [0.07, 0.09, 0.11], [-0.10, 0.07, -0.07], [0.13, -0.09, 0.05], [-0.25, 0.12, 0.07], [-0.08, 0.03, 0.07], [-0.03, 0.01, 0.04], [-0.01, 0.01, 0.00], [0.00, 0.04, 0.00], [0.01, -0.03, 0.00], [-0.01, -0.02, -0.05], [0.02, 0.00, 0.00], [0.07, -0.08, -0.07], [0.09, 0.01, 0.00], [0.05, -0.12, 0.05], [-0.06, 0.13, 0.07], [0.05, 0.06, -0.14], [0.00, -0.06, 0.23], [-0.18, 0.04, -0.31], [0.01, -0.08, 0.02], [-0.05, 0.02, -0.02], [0.00, 0.01, -0.01], [0.01, 0.03, -0.02], [0.00, -0.03, 0.02], [0.04, -0.03, -0.01], [-0.03, 0.02, 0.01], [0.11, -0.11, 0.08], [0.03, 0.04, 0.14]]
}